# 1
C19H34BF12NO9PSi | ωB97M-V/def2-TZVPD

The energy relative to the best compared isomer or geometry (same formula, charge and spin) is 0.00 kcal per mole. As for the charge: +1. As for the spin multiplicity: 1. The value obtained for the HOMO-LUMO gap is 9.971 eV.

Each line ends with the Mulliken charge.
Element x y z (Å)
H 0.913 -3.299 -2.841  0.30
C 1.032 8.095 -0.417  -1.09
H 1.187 -0.816 -2.791  -0.17
H -5.211 3.670 -2.409  0.32
B -0.677 0.810 -1.689  0.40
H 0.985 8.226 -1.498  0.31
H 3.657 -2.912 2.408  0.15
F 4.759 -4.433 -5.183  -0.25
H -1.714 3.354 -1.901  -0.09
H 1.278 7.059 -0.191  0.31
H -0.530 9.533 0.013  0.32
C -1.557 6.525 0.115  0.30
O 0.606 -1.955 0.267  -0.61
H -2.204 -0.384 -0.842  0.28
O 1.116 -3.479 1.850  -0.32
F 4.615 -3.818 6.789  -0.27
H -0.854 2.597 -3.787  0.15
Si -3.890 1.811 -3.388  0.40
H -4.064 4.310 -3.595  0.32
O -1.391 7.747 -0.334  -0.32
H 2.475 -4.936 1.526  0.34
H -5.506 3.461 -4.151  0.37
F -2.768 6.019 -1.892  -0.25
H 0.845 1.766 -0.792  0.34
F 3.431 -4.885 5.310  -0.26
H -0.267 8.347 1.304  0.33
C 3.457 -3.015 1.342  -0.91
F -3.930 6.439 -0.104  -0.27
C -0.272 8.499 0.225  -0.20
C 0.439 -2.500 1.330  0.39
F -0.310 -1.949 3.527  -0.25
C -4.731 3.469 -3.373  -1.03
H -4.500 1.134 -1.084  0.37
C -0.723 -2.083 2.271  0.82
H -3.120 0.284 -5.227  0.36
H 0.420 -4.030 8.618  0.32
H -5.709 0.696 -2.288  0.39
H 0.631 -2.611 -4.451  0.36
O 3.071 -4.287 -2.245  -0.48
H -0.421 -2.677 5.996  0.14
O 2.369 -3.608 -4.279  -0.33
C 1.972 -1.447 -3.212  -0.51
C 3.136 -4.281 -3.441  0.29
H -4.248 -0.314 -2.097  0.33
H 2.708 -1.600 -2.424  0.22
F 4.243 -2.929 4.847  -0.26
F 5.078 -5.629 -3.402  -0.23
C -2.806 5.889 -0.555  0.97
H -0.740 -4.369 6.423  0.31
C -4.628 0.713 -2.092  -1.09
C 0.574 -3.349 7.785  -0.26
O 1.786 -3.843 7.156  -0.33
H -1.494 -3.062 7.348  0.39
O 2.144 -1.862 6.123  -0.52
H -4.859 0.609 -5.234  0.35
O -0.913 5.925 0.925  -0.52
C -3.871 1.070 -5.084  -1.06
F -1.693 -3.007 2.216  -0.28
H 3.262 -2.029 0.921  0.25
C 2.429 -2.996 6.376  0.40
H -3.724 1.835 -5.856  0.34
C 3.708 -3.675 5.816  0.91
H 1.830 8.728 -0.029  0.38
C -0.588 -3.366 6.822  -0.88
H 2.037 -4.039 0.060  0.27
C 1.372 -2.755 -3.667  -0.29
F 3.512 -6.173 -4.805  -0.25
H -0.676 -1.042 -0.954  0.12
O 0.634 1.123 -1.475  -0.52
P -1.688 2.223 -2.727  0.15
F -2.844 4.572 -0.280  -0.24
H 0.769 -2.350 8.173  0.32
C 4.155 -5.147 -4.228  0.90
N -1.343 -0.386 -1.370  -0.07
H 4.343 -3.421 0.857  0.42
H 2.448 -0.925 -4.042  0.42
C 2.297 -3.947 1.113  -0.13
F -1.255 -0.916 1.873  -0.24

***

# 2
C6H13N | ωB97M-V/def2-TZVPD

The energy relative to the best compared isomer or geometry (same formula, charge and spin) is 194.63 kcal per mole. As for the charge: 0. As for the spin multiplicity: 1. The value obtained for the HOMO-LUMO gap is 5.009 eV.

Each line ends with the Mulliken charge.
Element x y z (Å)
C -1.884 -0.432 -0.254  -1.09
H -2.642 -1.009 0.354  0.20
H 1.170 -2.155 -2.037  0.36
C 1.993 0.103 -0.330  -1.31
H -0.641 2.670 2.064  0.30
H 0.319 0.308 -1.506  0.28
H -1.760 1.318 2.257  0.35
H -2.363 0.167 -1.029  0.20
H 1.971 1.184 -0.230  0.38
N -0.174 1.236 0.699  -0.10
H 2.561 -0.377 0.494  0.31
C 0.415 -1.801 -1.310  -1.47
C 0.543 -0.391 -0.788  0.61
H -0.661 -2.057 -1.426  0.48
C -0.742 1.572 1.974  -0.86
C -0.584 -0.021 0.280  -0.12
H -0.698 1.111 -0.261  0.45
H 2.556 -0.102 -1.258  0.39
H 0.727 -2.488 -0.488  0.33
H -0.106 1.163 2.795  0.33

***

# 3
C2H3I2NO | ωB97M-V/def2-TZVPD

The energy relative to the best compared isomer or geometry (same formula, charge and spin) is 63.49 kcal per mole. As for the charge: 0. As for the spin multiplicity: 1. The value obtained for the HOMO-LUMO gap is 9.061 eV.

Each line ends with the Mulliken charge.
Element x y z (Å)
H 1.739 0.253 1.081  0.24
H 2.091 0.628 -0.611  0.24
I -3.171 1.773 -0.054  0.12
C -1.747 0.244 0.059  0.04
H 2.201 -0.998 -0.198  0.28
N -0.549 0.523 -0.096  -0.43
I -2.588 -1.757 -0.043  0.07
O 0.325 -0.494 -0.175  -0.06
C 1.699 -0.173 0.037  -0.50

***

# 4
C4H12N3 | ωB97M-V/def2-TZVPD

The energy relative to the best compared isomer or geometry (same formula, charge and spin) is 126.75 kcal per mole. As for the charge: +1. The structure (SMILES) is CC[N@H+]1NCN1C. As for the spin multiplicity: 1. The value obtained for the HOMO-LUMO gap is 11.179 eV.

Each line ends with the Mulliken charge.
Element x y z (Å)
C -0.075 1.350 1.400  -0.29
H 1.733 -1.437 -0.065  0.32
C 0.744 -1.376 -0.574  -0.27
H 0.233 3.286 -0.700  0.36
H 0.169 -3.242 0.244  0.29
H 0.484 2.001 -1.713  0.38
H 0.284 -0.789 1.808  0.28
C -0.039 2.271 -0.869  -0.97
H 0.487 1.567 2.331  0.33
N 0.030 -0.137 -0.101  0.01
H -0.709 -2.900 -1.257  0.33
H 0.874 -1.208 -1.651  0.30
H -1.036 1.808 1.376  0.29
N 0.625 1.392 0.051  -0.28
H -1.073 2.066 -0.977  0.43
H -1.121 -2.097 0.279  0.46
H -0.976 -0.028 -0.597  0.51
N -0.315 -0.109 1.324  -0.46
C -0.319 -2.418 -0.308  -1.04

***

# 5
C4H6F2 | ωB97M-V/def2-TZVPD

The energy relative to the best compared isomer or geometry (same formula, charge and spin) is 32.59 kcal per mole. As for the charge: 0. The structure (SMILES) is C/C(F)=C\CF. As for the spin multiplicity: 1. The value obtained for the HOMO-LUMO gap is 11.091 eV.

Each line ends with the Mulliken charge.
Element x y z (Å)
H -0.281 -1.431 0.633  0.29
H 2.369 1.378 -0.933  0.30
F 1.706 -1.202 -0.090  -0.31
C -1.542 0.261 0.444  -0.24
H -1.319 1.382 0.551  0.15
F -2.385 -0.082 -0.538  -0.26
C -0.271 -0.401 0.254  -0.21
H -1.992 0.169 1.410  0.24
H 0.963 2.124 -0.108  0.31
C 0.883 0.001 -0.021  0.51
C 1.619 1.267 -0.116  -1.09
H 2.236 1.158 0.730  0.30

***

# 6
C19H22N5O6S2W | ωB97M-V/def2-TZVPD

The energy relative to the best compared isomer or geometry (same formula, charge and spin) is 18.86 kcal per mole. As for the charge: +1. As for the spin multiplicity: 3. The value obtained for the HOMO-LUMO gap (alpha / beta) is 6.875 / 7.352 eV.

Each line ends with the Mulliken charge.
Element x y z (Å)
C -0.825 3.762 -0.055  0.55
C -0.875 4.009 -2.791  -0.49
W -0.282 0.810 0.057  1.13
N -3.566 -0.302 2.813  -0.40
H -1.764 -4.515 -1.293  0.30
C 0.695 -3.690 -2.197  -1.37
C 4.413 -0.390 0.955  -0.59
C -1.181 5.110 -1.979  1.00
C -2.459 -0.154 2.074  0.63
C -1.417 -2.925 0.166  -0.44
H -1.321 5.834 0.066  0.59
C -0.591 2.817 -2.171  0.15
O -1.495 6.309 -2.474  -0.51
N -0.245 -0.443 1.822  1.05
O 0.241 0.658 -1.895  -0.47
N -0.586 2.710 -0.843  0.08
H -1.512 6.301 -3.439  0.32
C 0.903 -0.859 2.249  1.15
H -2.744 -4.597 0.175  0.42
H -0.048 -3.602 -2.989  0.39
H -4.429 0.129 2.533  0.22
H -0.557 -3.393 0.648  0.42
O -0.780 4.228 2.282  -0.62
C -0.124 1.540 -2.825  0.19
H -3.482 -0.679 3.742  0.24
H 2.571 1.417 -1.221  0.47
C -1.136 4.989 -0.582  -0.71
H 0.419 -4.513 -1.538  0.30
H 4.934 0.811 -0.760  0.47
C 1.074 -1.652 3.497  -1.83
C 3.364 -0.841 1.745  -0.87
H 1.653 -3.934 -2.654  0.42
H -1.983 -2.397 0.929  0.26
H 5.427 -0.690 1.183  0.46
C 0.820 -2.377 -1.442  -0.41
H 1.452 -1.010 4.297  0.35
O -0.026 1.392 -4.007  -0.61
H 1.255 -1.596 -2.068  0.40
H -0.847 4.071 -3.871  0.48
C -2.307 -3.922 -0.561  -1.30
H 0.118 -2.058 3.813  0.43
H 1.785 -2.464 3.352  0.46
C 2.835 0.792 -0.378  -0.09
O -1.629 -1.593 -2.144  -0.74
C -0.628 3.426 1.406  0.16
N 1.823 0.371 0.384  0.07
O -0.225 2.173 1.554  -0.64
H -3.111 -3.402 -1.079  0.32
S -2.682 0.611 0.512  -0.53
H 1.419 -2.466 -0.532  0.29
C 4.147 0.439 -0.121  -0.87
H 3.553 -1.484 2.590  0.43
S -0.764 -1.668 -0.964  1.17
N -1.353 -0.657 2.583  -1.65
C 2.073 -0.439 1.444  0.38

***

Number 1: F_max 0.026 hartree/bohr. Number 2: F_max 0.107 hartree/bohr. Number 3: F_max 0.117 hartree/bohr. Number 4: F_max 0.076 hartree/bohr. Number 5: F_max 0.108 hartree/bohr. Number 6: F_max 0.013 hartree/bohr.